1.
This record from the OMol25 dataset describes 8 unconnected molecules or ions with the total composition C22H38Cl14O4S. The level of theory is the ωB97M-V functional and the def2-TZVPD basis.

ORCA input file:
```
! RIJCOSX wB97M-V def2-TZVPD def2/J DEFGRID3
* xyz 0 1
Cl -3.78427 0.65424 1.90503
Cl -3.24058 -6.36506 -7.74895
Cl 0.80399 0.40928 7.84494
Cl -0.65361 -6.45162 -3.50155
Cl 3.22439 4.95358 -4.99423
Cl 3.09645 11.40982 -6.04721
Cl -0.38841 -3.13848 -4.09063
Cl 0.03442 6.00620 -4.47728
Cl 1.07352 3.40492 6.22341
Cl -0.42377 0.57984 1.93594
Cl -0.41799 -4.46910 -7.80254
Cl -1.33576 -2.33189 7.12642
Cl 1.15595 10.65615 -3.34982
Cl -0.07625 -5.14989 5.70030
S -1.69490 -0.34431 -1.61628
O 2.09732 0.75800 -0.88710
O 3.21299 -1.12129 -0.35324
O 0.43992 2.17448 -1.43068
O 0.52751 -2.47202 -0.77958
C -0.27675 -3.56376 2.77584
C -2.16570 -3.90237 6.94457
C 2.43372 9.81038 -5.61688
C -2.71020 1.82065 2.72863
C -1.43927 2.04794 1.95229
C 0.83305 -1.18495 -0.87652
C 0.76459 -5.60330 -4.17651
C 2.35584 5.00505 -3.43581
C 0.93008 -4.22590 -3.58763
C -1.20257 -5.05574 7.07829
C 1.07773 9.90996 -4.96836
C -2.05438 -3.93399 -7.34021
C -0.00661 -0.19290 -1.20884
C -2.83013 -5.02396 -6.64677
C -0.47610 -3.25536 1.28260
C 2.19855 -0.60091 -0.66523
C 0.62188 -2.58072 3.55845
C 0.78235 1.06120 -1.21426
C 0.40585 3.12091 7.85325
C 0.88734 4.71170 -3.58952
C 1.11992 2.00561 8.57127
C 0.81692 -3.09517 0.49916
H 0.77233 1.95525 9.60198
H -2.90893 -3.95841 7.73807
H 1.25464 -4.07290 0.27123
H 2.35175 9.23910 -6.53993
H -1.27616 -3.51803 3.22449
H -1.93003 -3.09431 -6.65819
H 0.53120 4.04727 8.41126
H -1.64621 2.31655 0.91802
H 1.57583 -2.52681 1.04137
H -2.24917 0.08484 -0.46949
H 2.19561 2.16242 8.56839
H 1.64011 -6.20774 -3.94523
H 0.71833 3.78020 -4.12266
H -0.65555 2.91147 7.74784
H -2.26792 -5.43820 -5.81250
H 2.51911 5.98799 -3.00090
H -3.26022 2.75617 2.81554
H 3.14976 9.32022 -4.96230
H -0.85282 2.84165 2.41169
H 0.66730 8.91051 -4.83862
H 0.42739 4.63696 -2.60670
H 2.80576 4.25206 -2.79102
H -2.50488 1.43256 3.72315
H -1.03618 -4.08904 0.84195
H 1.17667 -1.90390 2.90438
H -1.74488 -5.99933 7.10575
H 0.39152 10.49903 -5.57150
H 0.04472 -4.60127 2.91094
H -2.67390 -3.90796 5.98382
H 0.01836 -1.97957 4.24382
H 1.86202 -3.78841 -3.94295
H 1.33288 -3.12920 4.18093
H -0.61349 -4.96103 7.98699
H -2.55631 -3.59170 -8.24150
H 0.63698 -5.55869 -5.25567
H -3.76894 -4.61837 -6.27337
H -1.10694 -2.36564 1.16798
H 0.93911 -4.24221 -2.50144
*
```

Strongest force on any atom, eV/A: 0.75
SMILES: CCCCOC1=C(S)C(=O)OC1=O.ClCCCl.ClCCCl.ClCCCl.ClCCCl.ClCCCl.ClCCCl.ClCCCl
Total energy, Ha: -8002.94289
HOMO, Ha: -0.3594



2.
This record from the OMol25 dataset describes a molecular structure, C22H38ClNO12S2Si2 in a non-equilibrium geometry. The level of theory is the ωB97M-V functional and the def2-TZVPD basis.

ORCA input file:
```
! RIJCOSX wB97M-V def2-TZVPD def2/J DEFGRID3
* xyz 0 1
Cl 3.22210 -4.29005 1.54564
S -3.12608 1.58082 1.57238
S -1.49608 3.87550 2.51300
Si 0.23771 0.41925 -0.55405
Si -0.06695 -2.19330 0.65913
O 3.24201 -1.72669 1.07232
O 2.25697 3.16206 -4.03183
O -5.69295 -3.34932 0.37869
O 0.08943 0.94640 5.63735
O 0.33931 2.00522 -4.24341
O 0.43179 -5.07338 -0.63596
O 1.51454 -4.59692 -2.54592
O 1.21932 -6.72030 -1.94897
O -3.98485 -2.90015 1.79123
O 0.72878 4.67670 0.29366
O -0.50880 -0.59034 0.57754
O 1.49761 2.65304 -6.06068
N -2.11074 1.67389 3.95353
C 1.27202 2.55173 -4.73094
C -0.20330 2.31811 5.39279
C 3.31075 3.50092 -4.93981
C -1.63408 -3.15028 1.11967
C -2.48250 1.13624 -1.05740
C 1.13252 1.75919 0.39186
C 2.31708 -5.37091 -3.44374
C -1.45884 0.35153 3.81537
C -2.58412 2.25352 0.00252
C 1.86760 2.75619 -0.52942
C 2.57960 3.56866 -6.26460
C -1.11399 1.02401 -1.72445
C -1.68485 2.40554 5.14294
C -0.05807 0.26447 4.41553
C 2.57025 -2.62515 1.52514
C 1.18940 -2.46831 2.05421
C 1.04189 3.95600 -0.89638
C -2.67342 -2.29155 1.81117
C -4.61343 -2.80087 0.60905
C -2.15933 2.40535 2.79233
C 0.99859 -5.43039 -1.61423
C 1.72351 -6.75593 -3.28848
H 2.45375 -7.55254 -3.39896
H 0.05997 2.87903 6.27770
H -2.75751 -1.29423 1.39568
H 3.35665 -5.32126 -3.11608
H 1.61563 4.61780 -1.53925
H -2.15564 1.91465 5.99088
H 3.18815 3.25692 -7.10877
H 0.12823 3.69348 -1.42334
H 0.93332 -3.34921 2.62955
H 2.70816 3.13741 0.04357
H 0.14253 -0.78181 4.62029
H 2.29484 2.27109 -1.40021
H -3.32262 2.96469 -0.34332
H 1.86599 1.31790 1.05889
H -1.19688 0.23162 -2.46410
H -3.23748 1.30596 -1.81624
H -2.41260 -2.19782 2.85515
H -0.82367 1.92552 -2.23414
H 0.37141 2.65879 4.53860
H 1.16482 -1.63765 2.75064
H 2.16811 4.55909 -6.46534
H 0.89178 -6.93410 -3.97197
H -2.04104 3.42263 5.15183
H -1.65727 2.80420 0.08877
H -0.19136 4.92542 0.26644
H 1.27489 -0.32825 -1.30183
H 0.46318 2.34408 1.01939
H 4.06241 2.71029 -4.91582
H 3.77247 4.44156 -4.65294
H 0.70458 0.59132 3.70778
H 2.24137 -4.98019 -4.45463
H 0.44163 -2.66640 -0.62091
H -1.35342 0.14296 2.75781
H -2.08696 -0.44026 4.20616
H -2.02231 -3.61711 0.22266
H -1.34024 -3.93960 1.80144
H -2.73680 0.20425 -0.56543
H -4.09845 -2.19072 -0.14675
*
```

Strongest force on any atom, eV/A: 2.98
Total energy, Ha: -3654.39235
HOMO, Ha: -0.3077



3.
This record from the OMol25 dataset describes a molecular structure, C22H38EuO3P2S in a non-equilibrium geometry. The level of theory is the ωB97M-V functional and the def2-TZVPD basis.

ORCA input file:
```
! RIJCOSX wB97M-V def2-TZVPD def2/J DEFGRID3
* xyz 0 8
Eu 1.23661 0.85267 1.59706
S -0.50280 2.41792 3.45791
P 0.58576 1.66941 -2.90636
P -0.17080 -1.75652 -3.66018
O -0.89233 1.17524 2.71698
O 0.96563 2.62739 3.20374
O -1.34995 3.55883 3.26356
C 1.13787 0.72287 -4.36996
C 0.15447 -0.34629 -4.84967
C 0.10661 -3.01946 -2.11424
C -1.02765 0.79626 5.68671
C 0.09399 2.69677 7.41570
C 0.07986 2.93396 6.04980
C -1.00088 0.57658 7.06688
C -0.44653 2.97426 -3.62880
C -0.51586 2.00280 5.19820
C -1.31858 -0.71973 -2.60327
C 0.83006 -2.94004 -4.83994
C -0.54560 0.47960 -2.08721
C 1.54019 -1.01781 -1.40494
C 0.88251 -1.53613 2.10258
C -0.46056 1.52302 7.93958
C -0.50148 1.30345 9.42236
C -1.70567 -2.63655 -4.32974
C 1.19755 -2.10593 -2.43658
C 0.43699 -0.01570 -0.97769
C -1.86484 -1.60121 -1.46049
C -0.86509 -2.70667 -1.03109
C 2.04405 2.45853 -2.19483
H -2.13829 -0.38181 -3.25518
H -1.65783 -2.66673 -5.42351
H 0.34894 -3.01506 -5.82063
H 0.19753 -4.06315 -2.41703
H 0.90684 -3.95360 -4.42731
H -1.40850 -0.35090 7.48076
H 0.54330 -0.77562 -5.78395
H -1.28384 1.15753 -1.62200
H 1.85025 -1.56171 2.63633
H -0.34855 -2.42779 -0.10236
H -0.49955 3.83781 -2.95236
H 0.97127 0.90175 -0.62873
H 0.74185 -2.45357 1.53583
H -1.73588 -3.66443 -3.94745
H -1.43951 -3.60971 -0.77645
H 0.54243 3.42751 8.09255
H 0.53151 3.84116 5.64868
H -1.46250 2.60416 -3.82744
H 2.14246 0.31024 -4.18124
H 0.15123 2.01575 9.93324
H 1.88748 -1.51924 -0.48905
H -1.42860 0.05373 5.00551
H -2.65059 -2.14636 -4.05236
H -2.16200 -0.98589 -0.60114
H -1.52026 1.44707 9.80239
H 2.36239 3.27072 -2.86937
H -0.19015 0.28878 9.69093
H 2.09243 -2.53260 -2.89773
H 2.88657 1.75438 -2.09922
H 1.24607 1.47637 -5.16570
H -2.78790 -2.09948 -1.78298
H -0.12187 -0.41415 -0.11509
H 0.06272 -1.41623 2.84468
H 1.82145 2.91110 -1.21361
H -0.83053 0.08922 -5.09058
H 2.41129 -0.46422 -1.77825
H 0.00210 3.29725 -4.57932
H 1.84268 -2.54981 -4.99698
*
```

Strongest force on any atom, eV/A: 3.94
Total energy, Ha: -2877.64847
HOMO (alpha / beta), Ha: -0.1351 / -0.2043



4.
This record from the OMol25 dataset describes 3 unconnected molecules or ions with the total composition C22H38FN4O6PS2 in a non-equilibrium geometry. The level of theory is the ωB97M-V functional and the def2-TZVPD basis.

ORCA input file:
```
! RIJCOSX wB97M-V def2-TZVPD def2/J DEFGRID3
* xyz 0 1
S 4.55856 1.62150 2.89630
S 6.80961 -0.77377 -0.91348
P 5.11475 -0.79795 -1.87734
F -1.75578 4.13705 -0.44428
O -1.22026 1.76643 -2.24995
O -0.50080 -6.28829 1.36483
O -2.43664 -0.19588 -2.91052
O 1.15716 -3.47649 -2.36253
O -5.62120 -1.25563 -0.98474
O -0.30063 4.57078 3.07114
N 0.12802 6.65746 3.78290
N 4.94691 0.71953 1.43685
N -2.67325 -6.62160 1.82736
N 3.11386 2.40284 2.26737
C 3.93042 0.96273 0.34329
C -1.60701 -6.65998 0.97773
C 0.34837 7.70720 4.74939
C 0.48852 3.63030 0.64208
C 1.47454 2.53670 -0.07923
C -1.10858 3.25997 0.60136
C 2.48183 0.84928 -2.13038
C -0.21921 4.88022 5.44463
C -3.20778 -1.02158 -1.97025
C 2.12393 -1.42990 -3.65912
C 1.30981 -4.01266 -0.96932
C 3.78333 0.39137 -1.18631
C 0.07926 2.38101 -2.56402
C -1.83710 -7.16444 -0.41912
C -1.17945 0.29832 -2.33219
C 2.77074 2.01205 0.83476
C -4.03821 -7.01100 1.56302
C -0.13726 5.34011 4.01621
C -4.57988 -0.25614 -1.39659
C 1.31844 1.92358 -1.59205
C 1.68566 -2.07956 -2.21834
C 2.42622 0.18129 -3.63254
H -2.58967 -1.50014 -1.09995
H -4.36363 0.45160 -0.49026
H 0.78521 3.68335 1.79695
H 3.12089 -1.97500 -3.99310
H -0.40481 8.48218 4.58677
H 0.16802 6.89307 2.79781
H -0.43620 3.80887 5.47265
H -2.19139 -8.19823 -0.38927
H -0.30363 -0.09264 -3.04285
H -4.67823 -6.14137 1.73165
H -1.35298 2.14583 0.33816
H 1.27766 -1.60692 -4.47445
H 0.98414 -3.14716 -0.22076
H -6.05972 -0.96251 -0.13318
H 0.58291 -4.91047 -0.75401
H -2.44212 -6.27084 2.74989
H -5.10152 0.38265 -2.25726
H 0.76025 4.68768 0.19752
H -2.56313 -6.52756 -0.93139
H -0.92548 -0.10437 -1.26391
H -4.30935 -7.79948 2.26960
H 0.28365 7.34795 5.77684
H 1.34143 8.12819 4.57309
H 1.69694 0.72040 -4.37994
H 3.51736 0.32458 -4.09460
H -0.89765 -7.13673 -0.97799
H -4.17843 -7.37283 0.54405
H -3.63131 -1.93797 -2.60762
H -1.60932 3.59844 1.63035
H 2.58876 -2.18589 -1.44492
H 0.84910 -1.48867 -1.64255
H 5.41709 -0.31525 -3.23203
H 2.43862 -4.24038 -0.71846
H -0.06948 3.55556 -2.41931
H 0.26675 2.22411 -3.71217
H -1.02376 5.40964 5.96190
H 4.69040 -2.16748 -2.02218
H 0.73573 5.05296 5.94800
*
```

Strongest force on any atom, eV/A: 7.41
SMILES: COCCCc1c(COCOCCO)c(CCF)c2nsnc2c1[PH2]=S.CNC(C)=O.CNC(C)=O
Total energy, Ha: -2768.58333
HOMO, Ha: -0.3018